2 unconnected molecules or ions with the total composition C2H5N2O2. Source: the OMol25 dataset; level of theory: ωB97M-V/def2-TZVPD.

Output
**Spin multiplicity**: 1
**Relative energy (zero: lowest compared OMol25 entry of this formula, charge and spin)**: 23.7 kJ/mol
**Total charge**: -1

Element x y z (Å)
O (-1.75, -2.19, 0.10)
C (-1.51, -1.85, -1.07)
O (-0.98, -0.80, -1.49)
H (-1.77, -2.60, -1.88)
N (-0.02, 0.53, 0.70)
C (1.10, 1.26, 0.73)
N (1.86, 1.51, -0.28)
H (-0.48, 0.36, 1.57)
H (-0.39, 0.02, -0.13)
H (1.32, 1.66, 1.73)
H (2.63, 2.10, 0.03)



2 unconnected molecules or ions with the total composition C2H5N2O2. Source: the OMol25 dataset; level of theory: ωB97M-V/def2-TZVPD.

Output
**Spin multiplicity**: 1
**Relative energy (zero: lowest compared OMol25 entry of this formula, charge and spin)**: 0.8 kJ/mol
**Total charge**: -1

Element x y z (Å)
N (-0.77, -0.97, -0.14)
C (-1.70, -0.03, -0.32)
N (-2.86, -0.20, -0.86)
H (-0.96, -1.89, -0.47)
H (0.20, -0.67, 0.08)
H (-1.38, 0.97, -0.02)
H (-3.37, 0.67, -0.84)
O (1.94, -0.69, 0.70)
C (2.15, 0.54, 0.53)
O (1.34, 1.41, 0.15)
H (3.21, 0.85, 0.71)



2 unconnected molecules or ions with the total composition C2H5N2O2 at a distorted geometry. Source: the OMol25 dataset; level of theory: ωB97M-V/def2-TZVPD.

Output
**Spin multiplicity**: 2
**Relative energy (zero: lowest compared OMol25 entry of this formula, charge and spin)**: 315.5 kJ/mol
**Total charge**: 0

Element x y z (Å)
N (-0.22, 0.14, -0.43)
C (-0.83, -0.26, -1.55)
N (-1.20, 0.45, -2.59)
H (-0.73, 0.93, 0.00)
H (0.22, -0.36, 0.39)
H (-1.60, -1.01, -1.30)
H (-2.15, 0.79, -2.41)
O (1.47, 0.83, 2.63)
C (1.59, -0.19, 1.95)
O (0.78, -1.14, 1.75)
H (2.66, -0.19, 1.56)



2 unconnected molecules or ions with the total composition C2H5N2O2 at a distorted geometry. Source: the OMol25 dataset; level of theory: ωB97M-V/def2-TZVPD.

Output
**Spin multiplicity**: 2
**Relative energy (zero: lowest compared OMol25 entry of this formula, charge and spin)**: 47.1 kJ/mol
**Total charge**: 0

Element x y z (Å)
N (0.04, 1.27, -0.34)
C (-1.05, 1.57, 0.40)
N (-1.35, 2.72, 0.91)
H (0.93, 1.63, -0.05)
H (0.06, 0.33, -0.74)
H (-1.73, 0.79, 0.69)
H (-2.02, 2.60, 1.66)
O (1.53, -2.15, 0.49)
C (0.60, -2.10, -0.24)
O (0.39, -1.33, -1.29)
H (-0.30, -2.75, -0.06)



C2H5N2P in the gas phase at a distorted geometry. Source: the OMol25 dataset; level of theory: ωB97M-V/def2-TZVPD.

Output
**Spin multiplicity**: 1
**Relative energy (zero: lowest compared OMol25 entry of this formula, charge and spin)**: 89.9 kJ/mol
**Total charge**: 0

Element x y z (Å)
N (-2.20, -0.23, 1.94)
C (-1.37, 0.39, 1.48)
C (-0.45, 1.15, 0.67)
N (0.43, 0.20, -0.08)
P (-0.25, -0.79, -1.26)
H (-1.04, 1.67, 0.01)
H (0.13, 1.79, 1.21)
H (1.17, -0.21, 0.34)
H (-0.84, -1.89, -0.64)
H (0.93, -1.16, -1.67)



A gas-phase ion, C2H5N2S (charge +1) at a distorted geometry. Source: the OMol25 dataset; level of theory: ωB97M-V/def2-TZVPD.

Output
**Spin multiplicity**: 1
**Relative energy (zero: lowest compared OMol25 entry of this formula, charge and spin)**: 64.9 kJ/mol
**Total charge**: +1

Element x y z (Å)
C (0.51, -0.31, 0.04)
C (-0.98, 1.10, 0.21)
N (-0.63, -0.05, -0.53)
N (1.50, -1.09, -0.26)
S (0.38, 1.13, 1.36)
H (-1.18, 2.15, -0.10)
H (-2.01, 0.96, 0.72)
H (-1.30, -0.69, -0.98)
H (1.53, -1.89, -0.93)
H (2.17, -1.30, 0.47)



A gas-phase ion, C2H5N2S (charge +1) at a distorted geometry. Source: the OMol25 dataset; level of theory: ωB97M-V/def2-TZVPD.

Output
**Spin multiplicity**: 1
**Relative energy (zero: lowest compared OMol25 entry of this formula, charge and spin)**: 169.6 kJ/mol
**Total charge**: +1

Element x y z (Å)
H (-2.03, 0.37, 2.11)
N (-1.25, 0.74, 1.66)
C (-0.49, -0.07, 1.15)
S (-0.26, -1.85, 0.49)
C (0.43, -0.26, 0.10)
N (0.51, 0.25, -1.23)
H (1.51, -0.24, 0.39)
H (0.84, -0.50, -1.82)
H (1.17, 1.06, -1.28)
H (-0.42, 0.50, -1.57)



A gas-phase ion, C2H5N2S2 (charge +1) at a distorted geometry. Source: the OMol25 dataset; level of theory: ωB97M-V/def2-TZVPD.

Output
**Spin multiplicity**: 1
**Relative energy (zero: lowest compared OMol25 entry of this formula, charge and spin)**: 0.0 kJ/mol
**Total charge**: +1

Element x y z (Å)
N (-0.12, 0.32, -2.01)
C (-0.24, 0.12, -0.73)
N (0.66, -0.06, 0.18)
C (0.31, -0.19, 1.59)
S (-1.34, -0.97, 1.69)
S (-2.10, 0.16, 0.17)
H (0.79, 0.35, -2.46)
H (-0.94, 0.40, -2.60)
H (1.66, -0.05, -0.03)
H (1.01, -0.86, 2.10)
H (0.32, 0.79, 2.09)



C2H5N3 in the gas phase at a distorted geometry. Source: the OMol25 dataset; level of theory: ωB97M-V/def2-TZVPD.

Output
**Spin multiplicity**: 1
**Relative energy (zero: lowest compared OMol25 entry of this formula, charge and spin)**: 160.8 kJ/mol
**Total charge**: 0

Element x y z (Å)
H (-0.60, -1.56, 0.45)
N (-1.33, -0.98, -0.02)
C (-1.23, 0.28, 0.02)
N (-0.10, 0.99, -0.02)
C (1.08, 0.45, -0.01)
N (1.39, -0.85, -0.04)
H (2.34, -1.07, 0.02)
H (-2.23, 0.67, -0.29)
H (-0.21, 2.06, 0.28)
H (1.81, 1.39, 0.07)



C2H5N3 in the gas phase. Source: the OMol25 dataset; level of theory: ωB97M-V/def2-TZVPD.

Output
**Spin multiplicity**: 1
**Relative energy (zero: lowest compared OMol25 entry of this formula, charge and spin)**: 114.2 kJ/mol
**Total charge**: 0

Element x y z (Å)
H (-1.29, -1.43, 0.00)
N (-1.96, -0.66, 0.00)
C (-1.34, 0.44, 0.00)
N (0.03, 0.65, -0.01)
N (0.88, -0.41, 0.00)
C (2.13, -0.18, 0.00)
H (-1.88, 1.39, 0.01)
H (0.41, 1.58, 0.03)
H (2.79, -1.03, 0.00)
H (2.56, 0.83, 0.01)



2 unconnected molecules or ions with the total composition C2H5N3 at a distorted geometry. Source: the OMol25 dataset; level of theory: ωB97M-V/def2-TZVPD.

Output
**Spin multiplicity**: 3
**Relative energy (zero: lowest compared OMol25 entry of this formula, charge and spin)**: 112.1 kJ/mol
**Total charge**: 0

Element x y z (Å)
C (1.11, -0.49, 1.90)
C (-0.73, 0.25, -1.64)
N (1.39, 0.02, 0.80)
N (-1.42, 0.64, -0.66)
N (1.78, 0.30, -0.20)
H (1.98, -0.86, 2.46)
H (0.18, -0.07, 2.25)
H (-0.38, -0.73, -1.40)
H (-0.37, 0.75, -2.45)
H (-1.54, 1.67, -0.65)



2 unconnected molecules or ions with the total composition C2H5N3 at a distorted geometry. Source: the OMol25 dataset; level of theory: ωB97M-V/def2-TZVPD.

Output
**Spin multiplicity**: 1
**Relative energy (zero: lowest compared OMol25 entry of this formula, charge and spin)**: 0.0 kJ/mol
**Total charge**: +2

Element x y z (Å)
C (-2.41, -0.40, -0.59)
C (1.23, 0.47, 0.53)
N (-1.40, -0.08, -1.02)
N (1.24, 1.55, 0.15)
N (1.15, -0.81, 0.77)
H (-3.38, -0.51, -0.11)
H (-0.65, -0.04, -1.66)
H (1.77, 2.36, 0.08)
H (1.43, -1.53, 0.08)
H (1.03, -1.01, 1.78)